Entry 1:
# C63H140BF4N7

A cluster of 8 separate species, C63H140BF4N7 in total at a distorted geometry (wB97M-V/def2-TZVPD, the OMol25 dataset).

## Properties
Spin multiplicity: 2
Net charge: +5
Highest occupied orbital energy (alpha / beta) (Ha): -0.391 / -0.695
Frontier orbital gap (alpha / beta) (eV): 1.948 / 10.195

Cartesian coordinates (Å):
F1 22.7998 8.4586 -9.2316
F2 23.4722 6.4414 -10.0226
F3 24.2195 8.2141 -11.0737
F4 22.0889 7.7022 -11.2714
N1 30.7535 10.4154 -10.0116
N2 18.8890 12.4397 -7.0069
N3 23.5642 6.2637 -5.9034
N4 15.8754 9.3630 -13.7860
N5 24.7878 12.0368 -7.7819
N6 22.4811 2.9873 -11.9027
N7 23.2150 9.8806 -15.0013
C1 23.2631 12.0411 -9.7653
C2 19.2921 13.2104 -5.6982
C3 18.3333 11.0607 -6.5708
C4 17.6388 15.6175 -9.2099
C5 31.0503 9.2371 -9.0671
C6 25.1615 10.9215 -8.7384
C7 24.1759 11.4610 -6.5033
C8 26.3056 3.6624 -12.5337
C9 23.9686 5.3878 -7.1148
C10 17.6157 8.6390 -12.0027
C11 29.3168 10.4304 -10.6613
C12 15.2496 9.0612 -15.1592
C13 21.3666 3.9433 -11.4184
C14 26.0587 12.8789 -7.3512
C15 30.9519 11.6528 -9.0419
C16 21.9051 10.5993 -14.7665
C17 26.7840 16.1723 -5.2673
C18 29.0487 9.1707 -11.4460
C19 21.4662 10.7755 -13.2887
C20 24.5301 7.4504 -5.6852
C21 13.5033 8.8859 -13.7051
C22 22.4646 6.2213 -0.8982
C23 23.5863 9.8325 -16.4952
C24 27.5175 8.7734 -11.4917
C25 22.1825 6.8035 -6.2993
C26 27.5313 2.9791 -13.1900
C27 18.7560 7.7283 -11.6358
C28 17.1937 8.5767 -13.4907
C29 18.3865 16.7943 -9.8692
C30 23.5647 5.3878 -4.5884
C31 18.5362 14.7023 -8.3816
C32 25.7569 14.0604 -6.4049
C33 23.1089 6.2915 -3.3329
C34 14.7167 8.9724 -12.8414
C35 32.2183 9.7701 -8.1822
C36 23.1387 8.4873 -14.4611
C37 32.2361 11.2665 -8.3386
C38 22.7115 4.7564 -7.5842
C39 23.6577 12.8403 -8.5227
C40 20.0740 11.9291 -7.7730
C41 21.6545 5.8334 -7.3615
C42 19.5560 10.2137 -6.0838
C43 23.8231 3.7430 -11.9931
C44 20.1837 11.6401 -13.2386
C45 27.2127 7.5448 -12.3601
C46 19.1037 7.8278 -10.1202
C47 19.8410 11.8292 -11.8043
C48 22.5249 1.8873 -10.7949
C49 31.8045 10.3236 -11.1675
C50 27.0595 14.8419 -6.0386
C51 24.9782 2.8370 -12.5171
C52 20.6106 10.7348 -7.0323
C53 20.0880 3.4217 -12.0356
C54 25.1125 10.0076 -16.5888
C55 25.6746 10.1669 -15.2173
C56 24.5821 11.3474 -10.0653
C57 17.9283 13.3552 -7.8371
C58 21.9645 2.5848 -13.3280
C59 22.5997 5.4419 -2.1632
C60 24.4660 10.5558 -14.3730
C61 13.9416 8.2968 -15.0105
C62 16.2061 10.8995 -13.6804
C63 20.5365 3.1054 -13.4807
B1 23.1506 7.6860 -10.3829
H1 21.2530 3.9522 -10.3343
H2 21.7462 7.0167 -1.0967
H3 31.0596 12.5965 -9.5767
H4 28.6270 10.4633 -9.8180
H5 17.8999 8.9511 -14.2318
H6 19.6532 11.6325 -8.7337
H7 24.1377 11.5951 -14.3865
H8 29.2472 11.3225 -11.2838
H9 14.9473 7.9411 -12.5742
H10 30.0710 11.5939 -8.4026
H11 23.3784 10.7875 -6.8174
H12 17.3576 14.9976 -10.0612
H13 24.8065 2.5067 -13.5416
H14 24.9820 10.8745 -6.0624
H15 25.4466 10.8859 -17.1411
H16 23.4452 6.6824 -0.7804
H17 19.8534 2.3251 -13.8160
H18 19.7233 8.7093 -9.9556
H19 22.3644 11.1458 -12.7945
H20 24.6536 7.8152 -6.7049
H21 19.8595 10.4452 -5.0628
H22 26.1889 7.1901 -12.4795
H23 23.6265 4.6043 -12.6316
H24 18.8621 12.2644 -11.6036
H25 14.6591 9.6295 -11.9736
H26 17.0924 11.2215 -14.2272
H27 27.3221 2.6483 -14.2074
H28 21.5796 1.3716 -10.9639
H29 14.0599 7.2322 -14.8086
H30 21.4782 6.3850 -8.2849
H31 25.5530 9.1482 -17.0943
H32 24.8288 9.9456 -8.3848
H33 33.2031 9.3506 -8.3881
H34 23.2897 4.6133 -2.0040
H35 26.7297 12.1069 -6.9745
H36 24.7609 4.6893 -6.8455
H37 20.8685 12.6169 -8.0624
H38 21.1768 10.0357 -15.3497
H39 21.5482 6.8028 -5.4129
H40 27.6533 6.6574 -11.9058
H41 23.9607 7.8347 -14.7553
H42 24.3652 6.0586 -7.8768
H43 16.5310 11.1463 -12.6697
H44 18.4291 6.7065 -11.8287
H45 28.3183 3.7290 -13.2703
H46 22.8518 4.5513 -8.6455
H47 19.0693 15.3041 -7.6455
H48 22.0643 11.5835 -15.2070
H49 17.8992 10.6595 -7.4865
H50 24.5806 10.3383 -13.3111
H51 26.0623 16.8128 -5.7744
H52 27.1614 8.5057 -10.4969
H53 12.7530 8.2374 -13.2529
H54 20.3564 12.5376 -13.8327
H55 19.3779 11.0937 -13.7288
H56 22.1978 5.6249 -0.0258
H57 21.5951 4.8745 -11.9367
H58 23.2345 8.9043 -16.9455
H59 27.7039 16.7009 -5.0173
H60 26.9722 9.6354 -11.8760
H61 22.6274 3.8128 -7.0451
H62 18.5678 17.5243 -9.0803
H63 17.1193 13.5647 -7.1374
H64 26.4780 13.0695 -8.3391
H65 22.2850 7.9616 -14.8889
H66 24.0450 4.1165 -10.9934
H67 29.4904 8.2301 -11.1172
H68 20.7083 5.3678 -7.0857
H69 22.0055 1.4979 -13.3982
H70 22.8322 12.6371 -10.5698
H71 19.7979 6.9952 -10.0066
H72 27.6900 7.7224 -13.3238
H73 13.1996 8.4779 -15.7882
H74 32.0512 9.5578 -7.1262
H75 23.9804 6.8564 -3.0021
H76 18.2272 7.6983 -9.4853
H77 22.4116 7.7512 -6.7866
H78 22.5649 2.2235 -9.7589
H79 21.2895 9.7872 -12.8641
H80 25.4155 13.5914 -5.4821
H81 25.5474 7.1314 -5.4582
H82 27.5435 15.2421 -6.9295
H83 26.2474 10.8367 -8.7810
H84 23.8790 12.1521 -5.7145
H85 26.5585 3.9832 -11.5231
H86 22.4470 7.1176 -3.5928
H87 27.8219 14.2718 -5.5077
H88 26.4922 10.8764 -15.0899
H89 27.8807 2.1270 -12.6070
H90 24.5746 5.0434 -4.3660
H91 20.2899 3.9645 -14.1047
H92 15.0250 9.9777 -15.7049
H93 20.6510 12.1911 -11.1711
H94 24.3438 10.5125 -10.7242
H95 26.1258 9.2088 -14.9591
H96 23.0734 8.6685 -13.3882
H97 15.9077 8.6599 -15.9299
H98 21.4590 11.1090 -6.4593
H99 31.4124 8.4556 -9.7352
H100 31.7563 9.3152 -11.5783
H101 19.3492 14.4090 -9.0458
H102 17.1020 7.5012 -13.6428
H103 18.4466 13.6265 -5.1503
H104 12.9437 9.8083 -13.8606
H105 19.9120 14.0715 -5.9481
H106 22.5519 11.2396 -9.5652
H107 17.7755 9.6651 -11.6715
H108 22.8256 13.0689 -7.8568
H109 16.7495 15.8989 -8.6459
H110 15.3241 11.4950 -13.9162
H111 20.9452 9.9454 -7.7054
H112 19.2112 4.0632 -11.9476
H113 31.6342 11.0619 -11.9510
H114 19.4397 9.1517 -6.2998
H115 19.8456 2.4878 -11.5283
H116 17.7882 17.3196 -10.6136
H117 25.2722 12.0759 -10.4908
H118 26.0710 4.6304 -12.9763
H119 24.9203 14.6276 -6.8129
H120 16.7594 8.5016 -11.3424
H121 26.2823 15.8513 -4.3544
H122 17.5532 11.3233 -5.8563
H123 22.5233 3.0143 -14.1596
H124 19.2893 16.3649 -10.3036
H125 17.6013 12.8618 -8.7525
H126 30.2188 8.9904 -8.4069
H127 29.2848 9.3880 -12.4877
H128 32.7896 10.6127 -10.8011
H129 23.0920 10.6059 -17.0831
H130 24.0638 8.1877 -5.0317
H131 21.6285 4.9723 -2.3193
H132 32.3073 11.7926 -7.3866
H133 22.8890 4.5508 -4.7646
H134 19.5621 7.8674 -12.3563
H135 19.6600 10.8321 -11.4028
H136 23.2938 1.1255 -10.9232
H137 19.9511 12.6287 -5.0537
H138 24.2249 13.7401 -8.7612
H139 25.1515 1.9959 -11.8459
H140 33.0781 11.6261 -8.9301

Löwdin population analysis, charges in e, atoms 1 to 2:
1 F 0.08
2 F 0.19



Entry 2:
# C63H143N5O11

A cluster of 11 separate species, C63H143N5O11 in total at a distorted geometry (wB97M-V/def2-TZVPD, the OMol25 dataset).

## Properties
Highest occupied orbital energy (Ha): -0.288
Frontier orbital gap (eV): 8.043
Relative energy (zero: lowest compared OMol25 entry of this formula, charge and spin) (kcal/mol): 32.2

Cartesian coordinates (Å):
O1 6.2096 -6.1816 -16.4782
O2 6.0314 -11.1900 -15.2596
O3 2.3746 -8.5876 -8.6109
O4 7.6698 -8.7306 -3.2858
O5 10.3336 -6.1610 -8.8317
O6 14.5573 -13.6656 -18.3439
O7 4.0490 -13.8224 -10.5573
O8 11.0294 -17.1779 -11.0665
O9 7.2179 -17.9261 -19.7462
O10 10.6751 -12.5968 -22.1059
O11 9.4976 -19.0083 -16.8692
N1 6.9131 -8.9983 -4.4235
N2 5.9995 -17.4472 -20.3281
N3 7.4256 -11.2786 -15.0706
N4 6.6100 -5.8372 -15.1739
N5 11.1436 -7.3311 -8.7991
C1 7.5027 -13.1794 -13.4394
C2 9.5756 -16.4463 -12.8449
C3 2.0130 -6.6275 -7.2083
C4 8.7364 -12.0453 -20.7664
C5 9.5009 -11.7840 -22.0623
C6 4.8696 -17.8451 -18.0948
C7 7.2228 -15.7928 -21.6216
C8 4.8527 -18.0216 -19.6385
C9 5.9826 -9.6848 -6.9997
C10 7.9396 -13.0110 -16.7840
C11 6.3817 -15.1588 -19.3801
C12 13.2056 -9.1345 -9.1428
C13 5.9090 -10.9510 -3.3928
C14 9.6466 -16.9268 -11.4221
C15 3.5640 -15.9414 -20.3858
C16 3.9222 -14.8344 -11.5806
C17 9.8799 -10.3157 -22.2666
C18 2.2345 -8.1304 -7.2436
C19 8.1308 -11.5662 -16.3144
C20 11.1804 -8.0173 -10.1169
C21 6.5820 -10.3832 -4.6398
C22 11.9824 -9.3005 -9.9712
C23 9.3748 -11.5090 -13.6599
C24 12.2153 -7.2218 -7.8135
C25 6.2600 -6.0254 -12.7747
C26 4.8365 -19.5360 -19.9341
C27 7.8216 -18.6413 -15.2047
C28 11.8265 -7.1378 -11.1764
C29 6.0858 -6.7525 -4.6335
C30 13.2553 -14.2173 -18.5920
C31 7.8399 -11.6912 -13.7566
C32 8.4587 -4.5129 -16.0532
C33 6.8640 -7.8700 -5.3385
C34 3.5564 -17.4503 -20.2151
C35 6.1173 -16.0309 -20.6046
C36 5.8209 -6.4931 -14.1609
C37 8.9165 -18.2356 -11.1841
C38 9.6113 -11.2599 -16.1195
C39 4.7873 -15.5874 -21.2072
C40 5.9631 -8.0196 -14.1975
C41 5.6253 -10.5192 -5.7979
C42 8.9200 -16.7518 -16.4603
C43 2.7675 -15.6778 -11.1521
C44 12.3561 -13.7136 -17.4669
C45 7.2222 -10.8432 -12.6262
C46 6.0388 -8.2217 -6.5955
C47 8.9076 -6.8497 -15.3602
C48 8.4031 -18.1599 -16.5354
C49 1.0162 -8.8532 -6.6974
C50 8.2655 -7.4565 -5.7688
C51 12.9430 -8.5512 -7.7572
C52 7.7717 -5.9759 -12.6228
C53 7.6097 -10.6058 -17.3832
C54 8.3545 -5.1190 -13.7148
C55 8.0198 -5.6296 -15.1082
C56 9.7707 -8.3870 -10.5438
C57 10.1594 -11.9669 -14.8840
C58 7.8571 -11.2173 -4.9285
C59 11.6038 -7.0159 -6.4290
C60 13.1546 -6.0792 -8.1655
C61 5.2067 -15.6828 -11.6719
C62 12.7702 -13.8167 -19.9798
C63 4.3465 -6.1434 -14.3549
H1 12.3036 -12.6197 -17.4813
H2 7.7374 -9.8848 -12.5587
H3 4.1553 -20.0247 -19.2322
H4 8.6668 -13.7080 -16.3652
H5 15.0465 -13.6673 -19.1727
H6 5.7415 -5.9642 -5.3215
H7 7.9763 -5.5119 -11.6534
H8 5.8177 -19.9959 -19.8246
H9 6.6067 -10.8900 -17.7145
H10 11.1937 -11.6308 -14.7467
H11 8.8756 -12.1293 -22.8858
H12 6.1564 -10.6752 -12.8079
H13 5.3973 -16.9349 -17.8165
H14 7.2807 -17.8544 -14.6659
H15 10.8290 -10.0502 -21.8100
H16 8.1925 -6.9828 -12.6305
H17 2.9840 -16.1728 -10.2012
H18 9.4071 -4.8582 -13.5876
H19 8.9570 -7.2733 -4.9399
H20 12.4084 -7.0578 -5.6840
H21 8.9191 -18.4718 -10.1212
H22 5.6008 -15.1106 -18.6263
H23 6.0911 -15.0836 -11.8607
H24 7.9117 -4.1114 -13.6229
H25 5.6314 -11.5859 -6.0596
H26 3.6404 -15.4845 -19.3907
H27 13.8883 -9.9900 -9.1181
H28 11.9686 -7.7169 -12.1031
H29 5.0873 -10.2902 -3.1111
H30 4.2569 -5.0496 -14.3404
H31 8.1586 -16.1514 -21.1815
H32 8.5631 -19.0197 -14.4999
H33 10.9289 -7.7987 -6.1024
H34 7.0665 -19.4192 -15.3610
H35 5.7967 -10.3064 -14.9522
H36 9.4357 -6.4988 -8.7368
H37 6.9082 -13.3463 -16.6614
H38 11.4069 -10.1989 -9.7314
H39 6.5410 -13.3849 -13.9209
H40 4.6848 -13.1666 -10.8636
H41 11.4341 -16.3668 -10.7487
H42 9.9390 -8.8433 -11.5328
H43 6.5721 -7.7231 -7.4213
H44 7.6872 -11.7876 -20.9239
H45 1.1199 -6.3496 -7.7827
H46 13.9343 -5.9087 -7.4230
H47 5.1358 -7.1196 -4.2386
H48 8.6071 -16.6122 -13.3179
H49 1.2686 -9.9041 -6.5290
H50 7.2465 -11.3674 -11.6761
H51 8.4853 -7.7759 -14.9479
H52 12.3688 -9.5570 -10.9697
H53 1.8582 -15.1041 -10.9515
H54 5.5115 -11.9520 -3.5627
H55 9.2308 -19.9248 -16.7537
H56 13.9271 -8.4358 -7.2998
H57 5.9064 -4.9995 -12.6158
H58 9.1272 -7.5381 -10.7706
H59 10.0145 -10.1513 -23.3428
H60 8.3195 -6.5946 -6.4316
H61 3.4031 -17.8840 -21.2132
H62 8.4279 -4.8237 -17.0976
H63 13.3466 -14.3764 -20.7284
H64 8.5458 -9.1320 -3.4083
H65 3.8146 -14.3357 -12.5533
H66 0.7119 -8.4510 -5.7272
H67 6.6654 -14.1521 -19.6909
H68 7.4239 -13.4413 -12.3858
H69 6.6141 -10.9824 -2.5625
H70 8.4279 -10.8088 -5.7608
H71 7.5895 -12.2553 -5.1404
H72 3.8579 -17.8479 -17.6956
H73 5.0976 -16.4755 -12.4132
H74 9.7670 -16.6271 -15.7747
H75 7.7690 -3.6663 -15.9948
H76 5.4253 -18.6619 -17.6289
H77 10.2577 -16.9853 -13.5154
H78 8.1052 -13.1284 -17.8658
H79 9.6198 -10.4708 -13.4131
H80 12.5903 -5.1736 -8.3818
H81 11.7511 -14.1413 -20.1936
H82 7.5300 -9.5836 -17.0069
H83 8.7551 -8.3135 -6.2543
H84 2.6266 -15.6274 -20.8407
H85 7.0420 -16.3223 -22.5547
H86 11.1333 -6.0341 -6.3886
H87 11.2956 -6.2010 -11.3131
H88 9.1166 -11.4223 -19.9550
H89 9.0104 -7.0978 -16.4239
H90 1.7803 -6.2671 -6.2048
H91 3.7426 -6.5208 -13.5322
H92 6.9211 -8.3508 -13.8089
H93 2.6917 -17.8020 -19.6492
H94 4.6185 -16.0528 -22.1923
H95 8.8298 -13.1060 -20.5404
H96 8.4335 -11.2696 -4.0003
H97 9.0414 -9.6597 -22.0195
H98 5.0876 -7.6926 -6.6185
H99 13.6671 -6.3498 -9.0925
H100 7.3844 -14.7290 -21.7953
H101 0.1731 -8.8129 -7.3826
H102 4.5760 -10.3493 -5.5261
H103 5.7860 -8.3828 -15.2188
H104 7.9126 -18.2530 -11.6105
H105 12.8927 -6.9670 -10.9880
H106 8.2620 -13.8347 -13.8745
H107 7.2636 -15.5698 -18.8687
H108 6.6547 -6.2654 -3.8414
H109 9.4426 -19.0634 -11.6741
H110 5.2027 -8.5590 -13.6280
H111 6.9304 -10.0233 -7.4323
H112 2.4606 -16.4451 -11.8672
H113 3.1225 -8.4239 -6.6844
H114 13.2363 -15.3178 -18.5572
H115 9.9156 -6.7900 -14.9469
H116 9.9478 -15.4282 -12.9981
H117 7.4577 -18.6643 -20.3151
H118 11.3146 -13.9834 -17.6876
H119 5.2453 -16.1678 -10.6894
H120 9.2782 -16.1991 -10.6900
H121 9.2924 -16.3730 -17.4116
H122 8.1524 -16.1233 -16.0015
H123 11.1491 -12.4772 -21.2759
H124 5.2569 -9.7913 -7.8064
H125 8.2352 -10.6155 -18.2774
H126 9.2529 -9.1115 -9.9200
H127 4.0033 -6.4807 -15.3298
H128 9.8016 -10.1955 -15.9847
H129 5.5780 -5.4960 -16.7219
H130 9.7188 -12.1066 -12.8042
H131 4.4669 -19.7489 -20.9382
H132 13.9166 -8.4179 -9.5913
H133 12.9745 -12.7571 -20.1533
H134 12.3591 -9.2808 -7.1882
H135 10.1774 -11.6581 -16.9659
H136 10.2192 -13.0558 -14.9254
H137 2.3557 -7.7996 -9.1624
H138 9.4498 -4.2017 -15.7324
H139 12.6617 -14.1064 -16.5029
H140 5.8884 -6.6803 -11.9830
H141 7.5937 -18.2059 -17.2699
H142 2.8611 -6.0650 -7.6133
H143 4.8676 -14.5231 -21.4547

Löwdin population analysis, charges in e, atoms 1 to 2:
1 O 0.00
2 O -0.01